The following is a DFT calculation (ωB97M-V/def2-TZVPD) of H28InO18P as an isolated structure.

Calculated values
* maximum force: 0.0629 hartree/bohr
* highest occupied orbital energy: -11.068 eV
* energy relative to the best compared isomer or geometry (same formula, charge and spin): 34.3 kcal per mole
* total energy: -51768.607 eV
* M: 462.00 g mol⁻¹
* HOMO-LUMO gap: 5.644 eV

Last column: Löwdin charge in e.
Atoms and positions in Å:
In1 -2.998 -3.084 1.447  0.975
P1 0.247 -0.182 -0.297  0.067
O1 -0.931 0.228 0.583  -0.200
O2 1.591 0.468 0.174  -0.205
O3 -0.088 0.076 -1.850  -0.240
O4 0.338 -1.761 -0.127  -0.189
O5 -2.752 2.250 3.323  -0.046
H1 -2.338 1.782 2.598  0.008
H2 -3.327 1.602 3.730  0.027
O6 -0.150 3.714 -0.215  -0.046
H3 0.723 3.459 -0.511  0.023
H4 -0.549 2.898 0.089  -0.002
O7 -2.743 -2.123 -2.775  -0.057
H5 -2.811 -2.197 -3.727  0.040
H6 -1.928 -1.643 -2.629  -0.007
O8 4.028 3.534 0.363  -0.044
H7 4.374 3.612 1.252  0.028
H8 3.512 2.728 0.376  0.007
O9 1.058 -2.637 -3.530  -0.050
H9 0.817 -1.714 -3.457  0.000
H10 0.774 -3.026 -2.703  0.016
O10 4.454 -0.686 2.248  -0.043
H11 3.617 -0.524 1.814  0.005
H12 4.725 0.172 2.575  0.033
O11 -5.059 0.317 -0.098  -0.066
H13 -4.467 0.792 -0.681  0.010
H14 -5.834 0.876 -0.036  0.035
O12 1.384 1.660 3.653  -0.047
H15 1.575 1.464 2.736  0.002
H16 0.603 2.213 3.623  0.031
O13 3.126 -3.800 0.955  -0.045
H17 3.619 -3.175 1.485  0.017
H18 2.487 -3.265 0.484  0.005
O14 0.078 -5.477 3.094  -0.068
H19 0.941 -5.103 2.914  0.028
H20 0.249 -6.189 3.710  0.033
O15 1.769 2.561 -3.927  -0.044
H21 1.279 1.891 -3.450  -0.001
H22 1.153 2.890 -4.581  0.023
O16 -0.414 -1.761 4.714  -0.062
H23 -0.138 -1.997 5.600  0.034
H24 0.105 -0.986 4.499  0.021
O17 -1.241 0.998 -5.534  -0.038
H25 -1.623 1.872 -5.457  0.028
H26 -1.063 0.734 -4.631  0.005
O18 -3.031 2.162 -2.366  -0.037
H27 -2.255 1.602 -2.369  0.002
H28 -2.887 2.776 -3.086  0.034



The following is a DFT calculation (ωB97M-V/def2-TZVPD) of H28K3O18P as an isolated structure.

Calculated values
* maximum force: 0.0792 hartree/bohr
* highest occupied orbital energy: -3.297 eV
* energy relative to the best compared isomer or geometry (same formula, charge and spin): 377.9 kcal per mole
* total energy: -95568.690 eV
* M: 464.47 g mol⁻¹
* HOMO-LUMO gap: 1.941 eV

Last column: Löwdin charge in e.
Atoms and positions in Å:
K1 -2.903 3.954 -3.267  0.834
K2 1.619 -5.876 1.131  0.717
K3 2.265 -0.500 5.372  0.780
P1 -0.229 -0.258 0.257  -0.279
O1 1.184 -0.618 -0.204  -0.474
O2 -0.589 -1.098 1.422  -0.481
O3 -1.235 -0.504 -0.888  -0.493
O4 -0.262 1.296 0.631  -0.552
O5 -0.290 4.071 5.009  -0.060
H1 -0.572 3.920 4.106  0.031
H2 -1.105 4.179 5.499  0.027
O6 7.518 -4.487 -0.710  -0.058
H3 6.777 -3.882 -0.738  0.027
H4 8.289 -3.926 -0.792  0.030
O7 0.389 -0.604 -5.783  -0.059
H5 0.223 -0.685 -4.844  0.033
H6 -0.034 -1.371 -6.169  0.024
O8 -3.128 -0.450 5.962  -0.061
H7 -2.735 -0.568 5.097  0.031
H8 -3.711 0.302 5.860  0.025
O9 3.222 2.654 -2.861  -0.062
H9 3.040 2.123 -2.086  0.033
H10 2.857 2.150 -3.588  0.021
O10 -6.186 -1.518 -0.216  -0.057
H11 -6.639 -1.672 -1.045  0.022
H12 -5.257 -1.524 -0.446  0.031
O11 4.359 -1.620 -3.956  -0.058
H13 3.866 -1.459 -3.152  0.029
H14 3.704 -1.570 -4.653  0.022
O12 -0.150 7.243 0.369  -0.058
H15 -0.148 6.317 0.612  0.028
H16 0.455 7.654 0.986  0.029
O13 -4.357 2.297 2.934  -0.065
H17 -4.930 1.570 2.690  0.027
H18 -3.618 2.234 2.329  0.031
O14 3.914 4.318 1.742  -0.057
H19 4.066 5.196 1.394  0.024
H20 3.025 4.099 1.461  0.031
O15 -3.603 -5.063 2.940  -0.062
H21 -3.149 -4.226 2.848  0.032
H22 -4.364 -4.988 2.364  0.028
O16 5.777 -0.232 1.903  -0.064
H23 5.991 0.693 1.782  0.030
H24 4.998 -0.371 1.365  0.033
O17 -1.840 -4.775 -2.630  -0.065
H25 -1.618 -3.863 -2.439  0.030
H26 -2.793 -4.776 -2.719  0.024
O18 -4.418 -1.268 -5.023  -0.056
H27 -3.717 -1.423 -5.656  0.025
H28 -3.962 -1.093 -4.199  0.028



The following is a DFT calculation (ωB97M-V/def2-TZVPD) of a 14-piece molecular cluster, H28O14 overall.

Calculated values
* maximum force: 0.1668 hartree/bohr
* highest occupied orbital energy: -8.743 eV
* energy relative to the best compared isomer or geometry (same formula, charge and spin): 189.6 kcal per mole
* total energy: -29113.432 eV
* M: 252.21 g mol⁻¹
* HOMO-LUMO gap: 8.573 eV

Last column: Löwdin charge in e.
Atoms and positions in Å:
H1 0.049 -0.649 -0.797  0.071
H2 -0.245 0.094 0.575  0.060
H3 -1.311 -2.863 -1.240  0.059
H4 -2.755 -2.673 -1.157  -0.026
H5 -2.694 3.294 -0.548  0.021
H6 -1.632 4.379 -0.376  -0.016
H7 3.092 3.148 -1.802  0.017
H8 4.086 2.211 -1.773  -0.013
H9 -3.723 0.463 -0.364  0.035
H10 -4.683 1.344 0.177  -0.008
H11 2.081 -1.762 -1.095  0.008
H12 1.648 -0.294 -1.301  0.012
H13 -0.218 1.768 -1.668  0.051
H14 1.147 1.955 -2.076  -0.003
H15 -4.415 -1.610 0.454  0.040
H16 -5.177 -0.972 1.638  0.029
H17 1.782 -0.542 0.789  -0.021
H18 3.175 -0.928 1.436  0.065
H19 1.118 -2.574 1.721  -0.023
H20 -0.317 -2.211 1.919  0.099
H21 -2.103 2.323 3.115  0.038
H22 -1.334 2.521 1.698  0.077
H23 5.499 1.062 2.303  0.077
H24 3.937 1.186 2.059  0.029
H25 0.664 -1.799 -2.487  0.065
H26 -0.404 -0.905 -2.813  -0.006
H27 0.757 -3.763 -0.715  0.060
H28 1.197 -3.918 0.767  0.031
O1 0.383 0.025 -0.120  -0.089
O2 -2.112 -2.627 -1.792  -0.055
O3 -2.382 4.168 -0.859  -0.039
O4 3.602 2.674 -1.167  0.006
O5 -3.814 1.142 0.303  -0.010
O6 2.429 -0.884 -1.226  -0.046
O7 0.610 2.186 -1.346  -0.050
O8 -4.374 -1.450 1.430  -0.066
O9 2.207 -0.742 1.624  -0.113
O10 0.570 -1.873 1.628  -0.125
O11 -2.170 2.164 2.161  -0.098
O12 4.672 0.569 1.990  -0.096
O13 -0.315 -1.762 -2.585  -0.030
O14 0.793 -3.376 0.153  -0.019



Please write out number 3 again, unchanged.
The following is a DFT calculation (ωB97M-V/def2-TZVPD) of a 14-piece molecular cluster, H28O14 overall.

Calculated values
* maximum force: 0.1668 hartree/bohr
* highest occupied orbital energy: -8.743 eV
* energy relative to the best compared isomer or geometry (same formula, charge and spin): 189.6 kcal per mole
* total energy: -29113.432 eV
* M: 252.21 g mol⁻¹
* HOMO-LUMO gap: 8.573 eV

Last column: Löwdin charge in e.
Atoms and positions in Å:
H1 0.049 -0.649 -0.797  0.071
H2 -0.245 0.094 0.575  0.060
H3 -1.311 -2.863 -1.240  0.059
H4 -2.755 -2.673 -1.157  -0.026
H5 -2.694 3.294 -0.548  0.021
H6 -1.632 4.379 -0.376  -0.016
H7 3.092 3.148 -1.802  0.017
H8 4.086 2.211 -1.773  -0.013
H9 -3.723 0.463 -0.364  0.035
H10 -4.683 1.344 0.177  -0.008
H11 2.081 -1.762 -1.095  0.008
H12 1.648 -0.294 -1.301  0.012
H13 -0.218 1.768 -1.668  0.051
H14 1.147 1.955 -2.076  -0.003
H15 -4.415 -1.610 0.454  0.040
H16 -5.177 -0.972 1.638  0.029
H17 1.782 -0.542 0.789  -0.021
H18 3.175 -0.928 1.436  0.065
H19 1.118 -2.574 1.721  -0.023
H20 -0.317 -2.211 1.919  0.099
H21 -2.103 2.323 3.115  0.038
H22 -1.334 2.521 1.698  0.077
H23 5.499 1.062 2.303  0.077
H24 3.937 1.186 2.059  0.029
H25 0.664 -1.799 -2.487  0.065
H26 -0.404 -0.905 -2.813  -0.006
H27 0.757 -3.763 -0.715  0.060
H28 1.197 -3.918 0.767  0.031
O1 0.383 0.025 -0.120  -0.089
O2 -2.112 -2.627 -1.792  -0.055
O3 -2.382 4.168 -0.859  -0.039
O4 3.602 2.674 -1.167  0.006
O5 -3.814 1.142 0.303  -0.010
O6 2.429 -0.884 -1.226  -0.046
O7 0.610 2.186 -1.346  -0.050
O8 -4.374 -1.450 1.430  -0.066
O9 2.207 -0.742 1.624  -0.113
O10 0.570 -1.873 1.628  -0.125
O11 -2.170 2.164 2.161  -0.098
O12 4.672 0.569 1.990  -0.096
O13 -0.315 -1.762 -2.585  -0.030
O14 0.793 -3.376 0.153  -0.019



Which of these has the lowest maximum force? H28InO18P



Which of these has the lowest energy relative to the best compared isomer or geometry (same formula, charge and spin)? H28InO18P



The highest total energy belongs to which entry? H28O14